(1)
This record from OMol25 describes a cluster of 4 separate species, C26H60NO9 in total at a distorted geometry. The level of theory is ωB97M-V/def2-TZVPD.

Results
- Electronic energy: -47842.2881 eV
- Charge: +1
- Largest force on an atom: 1.5 eV/A
- LUMO: -2.91 eV
- Highest occupied orbital energy: -0.3949 Ha

Last column: Mulliken charge in e.
Element x y z (Å)
C 3.6372 1.3078 -3.8581  -0.645
O 3.6566 2.7229 -3.8717  -0.470
C 2.5550 3.3028 -3.2077  0.620
C 1.4331 3.7267 -4.1685  -0.998
C 0.0379 3.2801 -3.7119  -0.599
C -0.4631 4.1710 -2.5771  -0.479
C -1.6981 3.6941 -1.8048  -0.462
C -1.6499 2.2503 -1.2928  -1.113
C -0.3335 1.8174 -0.6508  0.400
C 0.0793 2.7544 0.4698  -1.142
N 1.5485 2.6337 0.8179  0.129
C 2.1273 1.2476 0.8677  -0.801
C 1.4088 0.3683 1.8803  -0.472
C 2.2319 -0.8506 2.3166  -0.735
C 2.3371 -1.9212 1.2566  -0.583
O 2.7746 -1.3869 -0.0096  0.117
C 3.7574 -2.0809 -0.6258  -0.082
O 3.8087 -2.1842 -1.8214  -0.432
H 3.8103 0.9353 -2.8432  0.192
H 2.6858 0.9185 -4.2361  0.287
H 4.4356 0.9549 -4.5065  0.331
H 2.1704 2.5858 -2.4631  -0.610
H 2.9381 4.1649 -2.6529  0.353
H 1.4213 4.8184 -4.2144  0.343
H 1.6739 3.3429 -5.1584  0.402
H 0.0642 2.2259 -3.4258  0.378
H -0.6442 3.3476 -4.5625  0.397
H -0.7332 5.1284 -3.0323  0.571
H 0.3572 4.4153 -1.8896  0.117
H -2.5616 3.7812 -2.4670  0.546
H -1.8994 4.3737 -0.9727  -0.173
H -2.4668 2.0634 -0.5927  0.347
H -1.8263 1.5918 -2.1468  0.467
H -0.4526 0.8000 -0.2729  0.441
H 0.4651 1.7637 -1.3945  -0.459
H -0.0643 3.7833 0.1400  0.609
H -0.4970 2.6391 1.3867  0.284
H 2.0658 3.1604 0.1113  0.451
H 1.7358 3.1014 1.7038  0.467
H 3.1693 1.3586 1.1760  0.510
H 2.1469 0.8465 -0.1416  0.260
H 1.2034 0.9713 2.7714  0.417
H 0.4490 0.0106 1.5075  0.182
H 3.2115 -0.5580 2.7016  0.384
H 1.6954 -1.3086 3.1525  0.193
H 3.0406 -2.6925 1.5827  0.435
H 1.3794 -2.4141 1.0869  0.185
H 4.5241 -2.5091 0.0335  0.412
C 0.9364 -3.7521 -2.5449  -0.705
O -0.0807 -3.7323 -3.5278  -0.420
C 0.4224 -3.7952 -4.8550  -0.483
C 0.3144 -5.1868 -5.4354  -0.492
O 1.1454 -6.1087 -4.7506  -0.383
C 0.4483 -6.9307 -3.8338  -0.722
H 0.4489 -3.9115 -1.5809  0.239
H 1.6503 -4.5617 -2.7163  0.366
H 1.4741 -2.8004 -2.5212  0.301
H 1.4638 -3.4601 -4.8836  0.283
H -0.1723 -3.1090 -5.4654  0.398
H 0.6417 -5.1590 -6.4789  0.371
H -0.7273 -5.5214 -5.4165  0.323
H -0.1596 -7.6737 -4.3605  0.334
H -0.1964 -6.3439 -3.1743  0.301
H 1.1921 -7.4521 -3.2337  0.246
C 0.5229 -4.4951 2.8617  -0.863
O 0.2780 -3.3854 3.7104  -0.088
C -0.9691 -3.4641 4.3939  -0.578
C -0.8054 -3.9459 5.8175  -0.601
O -0.3475 -5.2835 5.8668  -0.376
C 1.0320 -5.4099 6.1601  -0.635
H 1.5683 -4.4460 2.5588  0.175
H 0.3505 -5.4491 3.3621  0.440
H -0.1093 -4.4437 1.9677  0.303
H -1.6542 -4.1243 3.8550  0.371
H -1.4037 -2.4598 4.4039  0.373
H -1.7809 -3.9112 6.3113  0.392
H -0.1260 -3.2844 6.3649  0.320
H 1.2302 -5.1703 7.2097  0.332
H 1.6417 -4.7632 5.5234  0.212
H 1.3084 -6.4469 5.9813  0.248
C -6.0223 5.5834 2.5532  -0.654
O -5.4572 4.5671 3.3655  -0.380
C -5.2190 3.3529 2.6817  -0.838
C -3.7560 3.1899 2.3366  -0.368
O -3.3170 4.1619 1.3944  -0.153
C -2.6164 5.2381 1.9908  -0.901
H -5.9788 6.5116 3.1190  0.244
H -5.4687 5.7081 1.6193  0.248
H -7.0684 5.3592 2.3239  0.336
H -5.8278 3.2906 1.7747  0.353
H -5.5144 2.5338 3.3443  0.403
H -3.6072 2.2023 1.8856  0.372
H -3.1511 3.2435 3.2477  0.402
H -1.6132 4.9241 2.3113  0.260
H -3.1513 5.6403 2.8526  0.466
H -2.5147 6.0210 1.2404  0.259

(2)
This record from OMol25 describes a cluster of 4 separate species, C26H60O6 in total at a distorted geometry. The level of theory is ωB97M-V/def2-TZVPD.

Results
- Electronic energy: -40210.9499 eV
- SMILES: CCCCCCCCCOCCOCOCC.CCOCC.CCOCC.CCOCC
- Largest force on an atom: 3.4 eV/A
- LUMO: 0.61 eV
- Highest occupied orbital energy: -0.3468 Ha

Last column: Mulliken charge in e.
Element x y z (Å)
C 2.8786 -1.8678 1.1950  -0.445
C 4.4145 -1.3429 1.4237  -0.438
C 4.9281 -0.2031 0.3643  -0.804
C 3.7711 0.8291 -0.1669  0.086
C 3.1382 1.8047 1.0167  -0.322
C 1.5001 1.4687 1.0281  0.413
C 0.6315 2.6855 1.7014  -0.400
C -0.9281 2.3185 2.0491  -0.522
C -1.7083 1.4541 0.8834  -0.371
O -2.3183 0.1983 1.3599  -0.313
C -1.3770 -0.9311 1.3109  -0.249
C -1.0369 -1.4906 -0.1921  0.032
O -2.0952 -2.4692 -0.5767  -0.392
C -3.1374 -1.6749 -1.2492  -0.232
O -4.4901 -2.1253 -0.8600  -0.363
C -4.9948 -1.3897 0.3162  -0.232
C -4.6939 -2.1818 1.7545  -0.345
H 2.1711 -1.5175 2.0839  0.092
H 2.8849 -3.0596 1.2627  0.416
H 2.4228 -1.6111 0.1483  -0.063
H 4.5620 -1.0318 2.5452  0.278
H 5.1197 -2.2921 1.2584  0.284
H 5.7864 0.4355 0.8690  0.289
H 5.4192 -0.7269 -0.5695  0.260
H 4.3160 1.5764 -0.9220  0.290
H 2.9265 0.3076 -0.8143  -0.258
H 3.5221 1.4510 2.0823  0.265
H 3.3323 2.9493 0.8356  0.164
H 1.1334 1.3541 -0.0796  0.143
H 1.3963 0.4900 1.6763  -0.497
H 0.6814 3.6715 1.0315  0.047
H 1.1945 2.9728 2.7139  0.279
H -1.4944 3.3624 2.1690  0.271
H -1.0421 1.7932 3.1098  0.241
H -2.6178 2.1406 0.5268  0.280
H -1.0472 1.3075 -0.0997  0.177
H -1.9117 -1.8301 1.8863  0.264
H -0.4298 -0.6664 1.9625  0.213
H -0.0227 -2.1145 -0.1234  -0.051
H -0.8661 -0.6670 -1.0056  0.270
H -3.0413 -0.5098 -1.0589  0.187
H -3.0512 -1.7994 -2.4333  0.220
H -6.1843 -1.3897 0.2143  0.318
H -4.6853 -0.2555 0.3508  0.184
H -4.2894 -1.4650 2.5930  0.221
H -3.9952 -3.0932 1.5215  -0.180
H -5.7202 -2.6226 2.1588  0.304
C -5.3411 -5.6407 0.4311  -1.024
C -5.0550 -5.7613 1.9177  -0.392
O -6.2223 -5.6655 2.7311  -0.418
C -7.2236 -6.6588 2.5280  -0.321
C -6.7404 -8.0706 2.8117  -1.023
H -5.9106 -4.7300 0.2195  0.241
H -4.4068 -5.6133 -0.1370  0.377
H -5.9294 -6.4865 0.0656  0.377
H -4.4005 -4.9355 2.2157  0.282
H -4.5105 -6.6847 2.1421  0.338
H -7.6397 -6.5780 1.5193  0.307
H -8.0396 -6.4216 3.2206  0.325
H -5.9756 -8.3844 2.0961  0.260
H -7.5715 -8.7792 2.7474  0.387
H -6.2979 -8.1341 3.8116  0.282
C 4.8036 0.5315 -6.2822  -1.073
C 5.0897 0.4108 -4.7957  -0.320
O 3.9224 0.5067 -3.9823  -0.374
C 2.9211 -0.4866 -4.1853  -0.287
C 3.4043 -1.8985 -3.9016  -1.017
H 4.2341 1.4421 -6.4939  0.282
H 5.7379 0.5588 -6.8504  0.395
H 4.2153 -0.3144 -6.6478  0.261
H 5.7442 1.2366 -4.4976  0.325
H 5.6342 -0.5126 -4.5713  0.314
H 2.5050 -0.4059 -5.1940  0.357
H 2.1051 -0.2495 -3.4928  0.233
H 4.1691 -2.2123 -4.6173  0.323
H 2.5732 -2.6071 -3.9660  0.399
H 3.8468 -1.9620 -2.9018  0.179
C 3.4051 7.4092 -0.7482  -1.106
C 2.0797 6.6878 -0.5781  -0.322
O 1.8179 6.2886 0.7657  -0.343
C 1.7285 7.3304 1.7338  -0.332
C 0.6057 8.3158 1.4589  -1.080
H 4.2253 6.8146 -0.3335  0.306
H 3.6050 7.5971 -1.8071  0.387
H 3.4067 8.3730 -0.2321  0.258
H 2.1021 5.7703 -1.1755  0.323
H 1.2497 7.2888 -0.9643  0.329
H 2.6904 7.8429 1.8301  0.296
H 1.5388 6.8423 2.6968  0.325
H 0.7870 8.8857 0.5436  0.261
H 0.5113 9.0276 2.2844  0.393
H -0.3473 7.7908 1.3336  0.297

(3)
This record from OMol25 describes a cluster of 4 separate species, C26H61N4O12P4 in total at a distorted geometry. The level of theory is ωB97M-V/def2-TZVPD.

Results
- Electronic energy: -95634.1075 eV
- Charge: +1
- Largest force on an atom: 5.5 eV/A
- LUMO: -4.84 eV
- Highest occupied orbital energy: -0.4045 Ha

Last column: Mulliken charge in e.
Element x y z (Å)
N 1.4351 1.4089 1.1447  -0.534
P -0.0988 1.3188 1.4328  -0.016
C -0.7027 -0.1734 0.5504  0.423
N -0.9955 -1.2071 1.3023  -0.638
N -1.3966 -2.2705 0.6532  0.368
C -1.5127 -2.4247 -0.6550  -0.481
C -1.1850 -1.3557 -1.4667  -0.636
C -0.7805 -0.1689 -0.8692  0.922
C -0.4189 1.0276 -1.6918  -0.644
C 0.7402 0.6341 -2.6364  0.293
C 1.4224 1.8379 -3.2900  -0.566
C 2.7908 1.4009 -3.8440  -0.517
N 2.6802 0.5520 -5.0395  -0.574
H 1.9842 1.3632 1.9936  0.259
H -0.2902 1.1920 2.8184  0.134
H -0.8205 2.4421 0.9930  0.092
H -1.6292 -3.0776 1.2244  0.151
H -1.8607 -3.3743 -1.0358  0.546
H -1.2501 -1.4547 -2.5407  0.525
H -0.0606 1.8226 -1.0403  0.043
H -1.2714 1.3971 -2.2667  0.400
H 0.4315 -0.0872 -3.3942  0.291
H 1.4930 0.1444 -2.0080  -0.340
H 0.8550 2.1823 -4.1589  0.225
H 1.5299 2.6477 -2.5667  0.339
H 3.3984 2.2643 -4.1141  0.378
H 3.3187 0.7874 -3.1104  0.082
H 1.9035 0.8339 -5.6229  0.234
H 2.5927 -0.4242 -4.7958  0.267
O -0.0548 5.4730 -3.3843  -0.652
P -0.1044 6.8401 -2.8345  0.970
O -1.3146 6.9036 -1.7570  -0.288
C -1.5367 5.7961 -0.8979  -0.229
C -0.5597 5.7540 0.2639  -0.894
O -0.7526 7.7181 -4.0410  -0.441
C -0.6450 7.2947 -5.4046  -0.295
C -1.9523 6.7001 -5.8851  -1.060
O 0.8332 7.9908 -2.3076  -0.358
C 0.2787 9.2692 -1.9124  -0.245
C 0.4441 9.4801 -0.4161  -0.995
H -1.4888 4.8629 -1.4657  0.242
H -2.5569 5.8837 -0.5227  0.333
H 0.4742 5.8297 -0.0796  0.291
H -0.6815 4.8214 0.8187  0.183
H -0.7370 6.5789 0.9541  0.310
H 0.1737 6.5865 -5.5267  0.313
H -0.3983 8.1800 -5.9916  0.342
H -2.3264 5.9559 -5.1819  0.254
H -1.8300 6.2306 -6.8620  0.358
H -2.7146 7.4758 -5.9682  0.313
H -0.7641 9.3509 -2.2034  0.290
H 0.8276 10.0260 -2.4687  0.427
H 0.4514 8.5321 0.1171  0.210
H -0.3614 10.1019 -0.0268  0.302
H 1.3857 9.9834 -0.1969  0.331
O 3.9828 -2.6928 -2.3879  -0.723
P 4.8071 -3.1979 -1.2739  0.957
O 4.7865 -2.0876 -0.0935  -0.340
C 3.5775 -1.3939 0.1759  0.259
C 2.5954 -2.2191 0.9897  -0.594
O 6.3304 -3.0205 -1.8063  -0.369
C 6.6263 -2.9900 -3.2094  -0.313
C 6.8920 -1.5723 -3.6699  -0.903
O 5.0930 -4.5121 -0.4495  -0.393
C 6.1128 -4.5240 0.5786  -0.237
C 5.4825 -4.7033 1.9504  -0.969
H 3.1133 -1.0711 -0.7586  -0.223
H 3.8411 -0.4894 0.7220  0.303
H 2.4318 -3.2073 0.5499  0.323
H 1.6416 -1.6931 1.0485  -0.086
H 2.9594 -2.3742 2.0060  0.263
H 5.8194 -3.4419 -3.7848  0.321
H 7.5143 -3.6054 -3.3576  0.342
H 6.1062 -0.8961 -3.3336  0.124
H 6.9556 -1.5224 -4.7573  0.359
H 7.8310 -1.2073 -3.2519  0.305
H 6.7156 -3.6218 0.5433  0.298
H 6.7708 -5.3591 0.3477  0.433
H 4.4746 -4.2946 1.9769  0.187
H 6.0855 -4.2144 2.7147  0.304
H 5.4124 -5.7597 2.2103  0.326
O -5.7983 -3.2519 6.0776  -0.773
P -5.0167 -4.3256 5.4480  0.980
O -5.3539 -4.3226 3.8582  -0.272
C -5.5113 -3.0915 3.1678  -0.555
C -4.1726 -2.4531 2.8400  -0.694
O -5.7784 -5.6854 5.8975  -0.361
C -6.5670 -5.7291 7.0968  -0.331
C -8.0435 -5.6728 6.7685  -1.054
O -3.5712 -4.9777 5.4337  -0.349
C -3.3058 -6.1392 4.6231  -0.287
C -2.3350 -5.7920 3.5027  -0.747
H -6.1292 -2.3993 3.7418  0.362
H -6.0555 -3.3100 2.2488  0.338
H -3.5402 -2.3780 3.7272  0.346
H -4.3140 -1.4547 2.4222  0.435
H -3.6379 -3.0575 2.1015  -0.021
H -6.2867 -4.9230 7.7731  0.348
H -6.3289 -6.6690 7.5958  0.339
H -8.2627 -4.8541 6.0837  0.272
H -8.6371 -5.5415 7.6734  0.359
H -8.3593 -6.5952 6.2791  0.294
H -4.2233 -6.5599 4.2235  0.296
H -2.8708 -6.8859 5.2841  0.431
H -2.4317 -4.7444 3.2190  -0.086
H -2.5162 -6.4202 2.6303  0.339
H -1.3036 -5.9532 3.8181  0.397